(1)
Computed, not measured: a single C17H17NO4 molecule, with ωB97M-V with the def2-TZVPD basis set.

```
39
Properties=species:S:1:pos:R:3:lowdin_charge:R:1
C -3.735 2.286 0.948 -0.077
C 4.250 -0.716 0.247 -0.192
H -2.706 -1.128 -0.501 0.113
C -4.328 0.182 -0.044 -0.149
C 3.546 0.401 -0.249 -0.178
H -7.177 0.250 -0.617 0.086
C 1.447 -0.743 0.181 -0.142
C 3.588 2.572 -1.260 -0.079
C 2.159 0.368 -0.264 0.028
H 7.486 -0.286 0.129 0.095
H 2.943 3.069 -0.528 0.096
C -0.040 -0.811 0.143 -0.413
C 2.146 -1.853 0.638 -0.013
H 2.994 2.276 -2.131 0.100
H -1.649 2.620 1.281 0.110
O -0.639 -1.846 -0.046 0.095
H 6.401 0.309 -1.152 0.096
C -5.312 -0.792 -0.590 -0.403
N -0.648 0.401 0.368 0.131
O -4.981 -1.669 -1.352 0.098
H 6.371 1.063 0.462 0.094
O 4.269 1.479 -0.698 -0.116
H 4.085 -2.670 1.042 0.124
H -4.021 3.248 1.347 0.105
C -4.704 1.416 0.483 -0.042
H -6.798 -0.502 0.938 0.086
C -2.010 0.697 0.394 -0.205
C -6.745 -0.628 -0.141 -0.017
H 1.620 1.209 -0.673 0.105
C -2.981 -0.170 -0.092 0.062
O 5.593 -0.863 0.363 -0.060
H 1.597 -2.723 0.961 0.121
H -0.047 1.156 0.666 0.132
C -2.399 1.934 0.909 -0.022
H -5.740 1.712 0.515 0.104
C 3.522 -1.825 0.679 0.016
H 4.367 3.264 -1.576 0.097
C 6.498 0.124 -0.080 -0.071
H -7.317 -1.503 -0.441 0.084
```

The spin multiplicity is 1. As for the HOMO-LUMO gap: 0.320 Eh. As for the energy relative to the best compared isomer or geometry (same formula, charge and spin): 1.393 eV. The value obtained for the HOMO energy is -8.315 eV.

---

(2)
Computed, not measured: 2 unconnected molecules or ions with the total composition C4H4O3 in a non-equilibrium geometry, with ωB97M-V with the def2-TZVPD basis set.

```
11
Properties=species:S:1:pos:R:3:lowdin_charge:R:1
H -0.783 -0.524 1.600 0.084
O 0.182 1.425 -1.082 0.133
C 1.167 -1.808 -0.566 -0.082
C -0.810 0.432 1.114 0.084
H 0.757 0.691 -1.430 0.092
O -2.092 2.610 1.271 0.075
H 1.831 -1.947 0.304 0.097
C -1.480 1.641 0.952 -0.369
O 1.377 -0.973 -1.417 -0.018
H 0.373 -2.566 -0.667 0.097
C -0.524 1.018 -0.078 -0.193
```

The spin multiplicity is 1. As for the HOMO-LUMO gap: 0.297 Eh. As for the energy relative to the best compared isomer or geometry (same formula, charge and spin): 4.073 eV. The value obtained for the HOMO energy is -8.524 eV.

---

(3)
Computed, not measured: 2 unconnected molecules or ions with the total composition C8H10N2O4S in a non-equilibrium geometry, with ωB97M-V with the def2-TZVPD basis set.

```
25
Properties=species:S:1:pos:R:3:lowdin_charge:R:1
C 0.064 1.215 -1.812 0.060
H -0.273 0.248 -2.408 0.156
N 3.907 -0.578 -0.713 0.175
H 0.096 0.377 0.853 0.007
C 0.946 0.937 -0.909 -0.469
H 5.141 -2.314 -0.920 0.136
C -0.821 0.059 1.335 -0.082
H 3.206 -3.375 0.720 0.073
C -2.175 1.391 -0.133 -0.050
H -0.868 0.805 2.180 0.108
C 3.247 -2.406 0.447 -0.046
H -1.658 2.223 0.224 0.047
O 2.640 0.748 0.806 -0.052
O 1.050 2.538 1.355 -0.232
N 2.392 -1.527 0.827 0.182
C 2.616 -0.302 0.041 -0.623
O 1.535 -0.261 -0.910 0.040
H -0.858 -1.000 1.674 0.095
C -1.907 0.229 0.333 -0.235
H -0.457 2.224 -1.872 0.115
C 4.185 -1.796 -0.572 -0.091
S 1.793 2.057 0.243 0.749
H -2.430 -0.621 0.126 0.071
H -2.999 1.722 -0.804 0.088
O 2.630 3.026 -0.387 -0.222
```

The spin multiplicity is 1. As for the HOMO-LUMO gap: 0.317 Eh. As for the energy relative to the best compared isomer or geometry (same formula, charge and spin): 3.839 eV. The value obtained for the HOMO energy is -9.305 eV.

---

(4)
Computed, not measured: a gas-phase ion, C3H5FN (charge +1) in a non-equilibrium geometry, with ωB97M-V with the def2-TZVPD basis set.

```
10
Properties=species:S:1:pos:R:3:lowdin_charge:R:1
F -4.613 -0.395 -0.070 0.187
H -0.272 1.233 0.903 0.162
H -0.835 1.275 -0.972 0.153
C -2.068 0.242 0.416 0.033
C -0.723 0.714 -0.015 -0.234
N 0.185 -0.468 -0.046 0.159
H 0.094 -0.927 0.907 0.206
H 1.026 -0.042 -0.510 0.200
H -0.043 -1.234 -0.609 0.133
C -3.416 -0.061 -0.199 0.000
```

The spin multiplicity is 1. As for the HOMO-LUMO gap: 0.335 Eh. As for the energy relative to the best compared isomer or geometry (same formula, charge and spin): 2.613 eV. The value obtained for the HOMO energy is -13.951 eV. The net charge is +1.

---

(5)
Computed, not measured: a molecular structure, C5H8O2, with ωB97M-V with the def2-TZVPD basis set.

```
15
Properties=species:S:1:pos:R:3:lowdin_charge:R:1
C -1.688 -0.532 0.516 -0.150
H 1.654 1.809 -0.741 0.058
H -0.420 -1.310 -1.351 0.116
H -1.067 -0.933 1.322 0.108
H 2.760 0.359 -1.123 0.058
O 1.691 -1.098 0.942 -0.009
H 0.651 0.635 1.128 0.096
H 2.360 -1.482 0.358 0.104
C 1.434 0.174 0.529 -0.312
H -2.726 -0.862 0.631 0.121
C 1.992 0.809 -0.497 0.008
C -1.161 -0.691 -0.855 -0.150
H -2.547 1.589 0.144 0.086
O -1.271 0.588 -1.147 -0.020
C -1.663 0.948 0.143 -0.112
```

The spin multiplicity is 1. As for the HOMO-LUMO gap (alpha / beta): 0.322 / 0.294 Eh. As for the energy relative to the best compared isomer or geometry (same formula, charge and spin): 5.500 eV. The value obtained for the HOMO energy (alpha / beta) is -7.983 / -7.552 eV.

---

(6)
Computed, not measured: a molecular structure, C32H25N2O4SSbTi in a non-equilibrium geometry, with ωB97M-V with the def2-TZVPD basis set.

```
66
Properties=species:S:1:pos:R:3:lowdin_charge:R:1
C -2.035 4.438 5.473 -0.061
C -0.423 3.046 4.321 -0.116
O 0.293 -0.048 -2.669 -0.170
C -1.876 -0.701 -0.290 -0.207
H -3.406 0.565 -3.595 0.155
C -0.719 4.005 5.295 -0.062
C 4.101 -0.108 -0.739 -0.205
C -2.016 -0.894 -5.343 0.074
H -4.813 -1.394 -1.862 0.118
H 7.217 1.176 -1.239 0.116
H 3.218 -1.998 3.212 0.103
H -1.675 1.876 -0.434 -0.014
C -1.488 -0.366 -4.160 -0.104
C 5.097 0.807 -1.098 -0.015
C 2.167 -1.826 3.404 -0.070
H 2.048 -0.142 2.075 0.066
C 6.797 -0.790 -0.464 -0.055
H 0.833 -2.430 -6.445 0.129
C -2.339 0.204 0.673 -0.371
O -1.946 0.910 -2.227 -0.184
C 0.648 -1.307 -4.628 0.037
C 1.474 -2.653 4.293 -0.062
H -3.559 2.558 3.097 0.075
H -2.265 5.179 6.227 0.110
C -3.056 3.912 4.676 -0.065
H -1.600 -1.211 4.093 0.100
H -3.055 -0.719 -5.599 0.133
S 0.462 1.968 0.862 0.275
C 0.142 -0.552 3.008 -0.330
C -1.176 -1.640 -6.169 -0.137
C 0.159 -1.853 -5.820 0.038
C -3.701 0.528 0.718 -0.094
C -2.761 2.953 3.701 -0.113
C 1.503 -0.776 2.761 -0.125
N 1.598 0.524 -0.995 -0.013
H 7.847 -1.055 -0.356 0.116
H 0.598 2.714 4.189 0.101
C -0.150 -0.546 -3.754 -0.331
C -2.765 -1.276 -1.203 -0.070
O -0.928 -2.865 -8.128 0.073
C 2.718 0.241 -0.880 -0.038
H 1.691 -1.474 -4.357 0.125
H 0.073 4.411 5.912 0.110
H 1.988 -3.465 4.790 0.109
H -5.643 0.205 -0.158 0.117
C 6.444 0.465 -0.960 -0.053
H -0.825 -0.959 -0.331 0.098
N -1.700 -2.206 -7.414 -0.324
H -4.076 4.247 4.814 0.109
H 3.696 -2.087 0.041 0.121
Ti -0.340 1.015 -1.192 0.705
C -4.591 -0.047 -0.196 -0.028
H 4.832 1.788 -1.486 0.125
O -2.891 -1.996 -7.691 0.066
C -0.549 -1.381 3.899 -0.116
Sb -0.916 1.044 2.046 1.238
H -0.421 -3.070 5.229 0.109
H -2.402 -1.975 -1.946 0.130
C -2.362 0.428 -3.272 -0.117
C 0.116 -2.430 4.541 -0.066
C -1.443 2.517 3.519 -0.324
H 6.086 -2.683 0.282 0.114
C 5.808 -1.705 -0.105 -0.057
C 4.460 -1.366 -0.242 -0.026
H -4.078 1.219 1.451 0.086
C -4.123 -0.949 -1.156 -0.055
```

The spin multiplicity is 2. As for the HOMO-LUMO gap (alpha / beta): 0.268 / 0.260 Eh. The value obtained for the HOMO energy (alpha / beta) is -10.472 / -10.483 eV. The net charge is +1.

---

Number 1: energy -27584.6203 eV. Number 2: energy -10351.1396 eV. Number 3: energy -30458.1566 eV. Number 4: energy -7386.4695 eV. Number 5: energy -9404.3325 eV. Number 6: energy -85235.7130 eV.